C43H45BCl3N10ORbS3 as an isolated structure. Source: the OMol25 dataset; level of theory: wB97M-V/def2-TZVPD.

```
107
Properties=species:S:1:pos:R:3
Rb -0.38184 0.64561 -0.81777
Cl 0.46684 7.43198 -5.72078
C 0.17473 5.96971 -4.86543
C 0.25750 4.74830 -5.60004
C -0.16044 3.61908 -4.89901
C -0.38283 3.55548 -3.43682
O -0.58500 2.50575 -2.83079
C -0.24912 4.86860 -2.71877
C -0.22184 4.89086 -1.28944
N -0.29092 3.83277 -0.51374
C -0.01449 4.14859 0.81094
C 0.80284 5.18079 1.22777
C 0.93177 5.56416 2.57074
C 0.11730 4.94052 3.51422
C -0.73423 3.89666 3.13809
C -1.42944 3.09666 4.08593
C -2.10105 1.97696 3.60011
C -1.94700 1.51612 2.29848
N -1.12848 2.16757 1.46131
C -0.69504 3.36205 1.81115
C -0.02639 6.01988 -3.51038
H 0.57920 4.76850 -6.69429
H -0.33996 2.63125 -5.33853
H -0.29088 5.87913 -0.81591
H 1.52431 5.62677 0.48871
H 1.61986 6.41855 2.83543
H -0.02781 5.48074 4.50092
H -1.54065 3.34877 5.15791
H -2.75448 1.43767 4.29696
H -2.35860 0.59839 2.00083
H 0.03723 7.00453 -3.08842
C -6.64322 1.56065 -1.71726
C -5.47522 1.24531 -0.79866
C -5.96920 0.94823 0.65398
C -4.70668 0.08964 -1.34963
C -5.08268 -0.71955 -2.46061
C -4.27576 -1.81869 -2.45035
N -3.40735 -1.65633 -1.39243
N -3.62425 -0.48830 -0.73283
B -2.29511 -2.67494 -1.08235
N -2.00487 -2.58364 0.43759
C -2.73362 -3.08129 1.47679
C -2.04507 -2.91960 2.65708
C -0.79893 -2.19420 2.20643
N -0.85088 -1.99598 0.89335
C 0.28592 -1.73934 3.10680
C -0.24611 -1.45281 4.51815
C 1.35136 -2.84598 3.25588
N -1.11226 -2.61178 -2.00474
C -0.11235 -3.55083 -2.14491
C 0.61478 -3.24414 -3.28789
C -0.02687 -2.06189 -3.83491
N -0.99462 -1.67018 -3.02312
C 0.25381 -1.37965 -5.16526
C -1.10045 -1.05747 -5.88023
C 1.16553 -2.31348 -5.97725
H -7.21783 2.47974 -1.38828
H -6.20894 1.98580 -2.69063
H -7.32654 0.77475 -1.86501
H -4.81760 2.12060 -0.69894
H -6.67753 0.02150 0.63399
H -5.14355 0.57662 1.31713
H -6.57395 1.75851 1.14358
H -5.92417 -0.42879 -3.09141
H -4.37023 -2.76563 -2.98472
H -2.89472 -3.68513 -1.27574
H -3.67156 -3.63383 1.27754
H -2.31263 -3.23145 3.65439
H 0.72326 -0.83857 2.66500
H -0.68490 -2.29466 5.05658
H 0.58571 -0.91838 5.02281
H -1.05448 -0.68148 4.35649
H 2.00438 -2.70161 2.43690
H 1.86346 -2.68481 4.22386
H 0.82699 -3.77844 3.21323
H -0.08460 -4.42243 -1.55763
H 1.43647 -3.77126 -3.62567
H 0.71547 -0.47342 -4.81439
H -1.84986 -1.85874 -5.96620
H -1.59843 -0.19213 -5.30308
H -0.90244 -0.65920 -6.87032
H 0.89831 -3.32577 -5.91093
H 1.31472 -2.09441 -7.01774
H 2.13767 -2.25620 -5.43848
Cl 2.94202 -1.83126 -0.93995
C 3.74838 -0.34764 -1.22894
Cl 2.78541 0.71027 -2.29896
H 4.66313 -0.52717 -1.77325
H 3.91186 0.23604 -0.29455
S 6.19714 -0.88643 6.41519
C 5.31359 -0.70499 4.98752
S 4.82299 0.93638 4.55549
C 4.27079 0.44930 2.97978
N 4.48423 -0.87424 2.72045
N 5.22857 -1.39708 3.78654
C 5.56131 -2.78751 3.66323
C 6.46842 -3.39415 4.54616
C 6.87770 -4.65077 4.20728
C 6.27840 -5.36214 3.19574
C 5.32436 -4.79961 2.35328
C 4.99599 -3.44126 2.58214
S 3.61600 1.59400 1.93766
H 6.98594 -2.81859 5.43801
H 7.67242 -5.25545 4.63000
H 6.45140 -6.45681 3.04786
H 4.91732 -5.43212 1.50493
H 4.27318 -2.89615 1.91909
```

Summary:
calculated total energy = -4912.55613 Eh
net charge = -2
LUMO level = 3.607 eV